[1]
105
Properties=species:S:1:pos:R:3:mulliken_charge:R:1 method="wB97M-V/def2-TZVPD" homo_energy_ev=-9.9 total_charge=+1 total_energy_ev=-50064.913 de_lowest_kcal_mol=301.4
Sr 2.886 -14.071 -22.635 1.597
O 5.518 -12.406 -19.911 -0.842
H 5.837 -11.739 -19.272 0.220
C 0.529 -19.045 -18.488 -1.357
C 2.082 -18.926 -18.278 0.227
C 2.735 -20.379 -18.294 -0.723
O 2.465 -21.066 -19.562 -0.319
C 3.335 -22.067 -19.995 -0.740
N 2.569 -18.262 -19.524 -0.828
H 0.056 -18.084 -18.688 0.389
H 0.230 -19.489 -17.538 0.368
H 0.222 -19.799 -19.213 0.266
H 2.174 -18.420 -17.317 0.416
H 2.460 -20.986 -17.432 0.420
H 3.811 -20.211 -18.246 0.415
H 3.376 -22.987 -19.412 0.294
H 4.336 -21.640 -19.935 0.314
H 3.158 -22.304 -21.044 0.242
H 2.574 -18.884 -20.319 0.339
H 3.556 -18.264 -19.312 0.288
C 10.974 -9.292 -16.875 -1.396
C 9.751 -8.422 -16.590 0.501
C 9.706 -7.177 -17.562 -0.641
O 10.874 -6.444 -17.472 -0.364
C 10.871 -5.662 -16.225 -0.809
N 8.677 -9.359 -16.726 -0.677
H 10.961 -10.258 -16.370 0.401
H 11.866 -8.695 -16.685 0.330
H 11.049 -9.586 -17.922 0.357
H 9.602 -8.160 -15.543 0.233
H 8.788 -6.684 -17.241 0.313
H 9.489 -7.501 -18.580 0.393
H 11.691 -4.946 -16.280 0.318
H 10.996 -6.080 -15.226 0.295
H 9.995 -5.014 -16.208 0.339
H 8.815 -10.046 -17.454 0.219
H 7.744 -8.985 -16.833 0.189
C 10.143 -17.873 -19.247 -1.349
C 9.569 -17.400 -17.933 0.409
C 10.554 -16.471 -17.172 -0.766
O 11.725 -17.216 -16.925 -0.321
C 12.894 -16.472 -16.630 -0.741
N 8.350 -16.612 -18.263 -0.719
H 9.348 -18.186 -19.925 0.407
H 10.702 -18.789 -19.055 0.338
H 10.857 -17.141 -19.625 0.284
H 9.441 -18.240 -17.251 0.319
H 10.155 -16.150 -16.210 0.399
H 10.768 -15.568 -17.744 0.388
H 13.213 -15.908 -17.507 0.316
H 13.664 -17.221 -16.445 0.247
H 12.769 -15.890 -15.717 0.292
H 7.951 -16.073 -17.507 0.240
H 8.612 -15.885 -18.914 0.260
C -0.008 -13.720 -14.690 -1.335
C 1.294 -12.973 -15.191 0.402
C 2.458 -12.996 -14.326 -0.874
O 2.957 -14.310 -14.131 -0.296
C 4.401 -14.337 -14.019 -0.764
N 1.566 -13.470 -16.515 -0.698
H 0.166 -14.768 -14.446 0.295
H -0.699 -13.578 -15.520 0.388
H -0.332 -13.221 -13.776 0.358
H 1.209 -11.902 -15.370 0.362
H 2.216 -12.642 -13.324 0.382
H 3.100 -12.215 -14.733 0.430
H 4.989 -13.828 -14.783 0.322
H 4.723 -15.378 -14.035 0.243
H 4.606 -13.841 -13.071 0.313
H 1.660 -14.475 -16.500 0.229
H 2.451 -13.141 -16.873 0.247
C 2.989 -6.167 -23.542 -1.466
C 3.720 -6.744 -22.320 0.513
C 3.210 -6.035 -21.006 -0.549
O 3.722 -4.724 -20.787 -0.369
C 3.036 -3.818 -19.842 -0.722
N 3.284 -8.179 -22.225 -0.775
H 3.163 -5.095 -23.633 0.354
H 1.921 -6.368 -23.627 0.378
H 3.422 -6.576 -24.455 0.401
H 4.806 -6.698 -22.405 0.302
H 3.498 -6.555 -20.092 0.268
H 2.150 -5.795 -21.083 0.271
H 3.643 -2.964 -19.541 0.257
H 2.821 -4.376 -18.931 0.310
H 2.072 -3.483 -20.225 0.300
H 3.949 -8.608 -21.598 0.273
H 3.547 -8.501 -23.145 0.257
C 11.527 -10.932 -24.262 -1.392
C 10.060 -10.423 -24.204 0.490
C 9.770 -9.320 -25.221 -0.687
O 10.400 -9.764 -26.400 -0.306
C 10.040 -8.959 -27.565 -0.759
N 9.158 -11.563 -24.396 -0.718
H 12.332 -10.204 -24.168 0.352
H 11.838 -11.439 -25.177 0.308
H 11.745 -11.665 -23.485 0.346
H 9.769 -10.078 -23.212 0.395
H 10.177 -8.478 -24.663 0.342
H 8.687 -9.292 -25.337 0.364
H 10.751 -9.200 -28.355 0.232
H 9.982 -7.932 -27.205 0.336
H 9.070 -9.252 -27.968 0.269
H 8.379 -11.521 -25.037 0.186
H 8.668 -11.764 -23.536 0.244

=====

[2]
126
Properties=species:S:1:pos:R:3:mulliken_charge:R:1 method="wB97M-V/def2-TZVPD" homo_energy_ev=-10.2 smiles="CCOS(C)(=O)=O.CCOS(C)(=O)=O.CCOS(C)(=O)=O.CCOS(C)(=O)=O.CCOS(C)(=O)=O.COP(=O)(OC)OC.COP(=O)(OC)OC.COP(=O)(OC)OC" total_energy_ev=-163303.458 de_lowest_kcal_mol=18.8
C 1.288 1.061 -0.681 -0.383
C 0.199 0.724 0.320 -0.694
O 0.599 -0.441 1.091 -0.335
S 0.784 -0.239 2.676 1.361
C -0.894 -0.509 3.241 -0.630
O 1.670 -1.261 3.134 -0.610
O 1.117 1.131 2.907 -0.683
H 1.406 0.211 -1.357 -0.142
H 2.215 1.331 -0.181 0.232
H 0.986 1.891 -1.327 0.269
H -0.085 1.595 0.903 0.875
H -0.673 0.381 -0.245 0.005
H -0.809 -0.464 4.329 0.111
H -1.236 -1.508 2.991 0.127
H -1.465 0.279 2.767 0.439
C -2.615 -4.068 6.347 -1.298
C -1.410 -4.596 5.638 -0.139
O -1.436 -3.991 4.356 -0.168
S -0.530 -4.635 3.219 1.004
C 1.094 -4.163 3.800 -0.580
O -0.708 -6.045 3.283 -0.680
O -0.797 -3.917 2.026 -0.377
H -2.573 -3.044 6.717 0.148
H -2.822 -4.606 7.293 0.403
H -3.589 -4.229 5.876 0.384
H -0.519 -4.336 6.208 0.207
H -1.507 -5.678 5.570 0.428
H 1.683 -4.006 2.905 0.456
H 1.445 -4.750 4.640 0.429
H 0.983 -3.165 4.230 -0.185
C 6.596 -0.922 -3.178 -1.261
C 5.951 -1.341 -1.859 -0.005
O 5.674 -0.179 -1.033 -0.395
S 4.177 0.126 -0.619 1.059
C 3.924 -1.064 0.672 -0.475
O 4.123 1.402 -0.005 -0.704
O 3.322 -0.174 -1.722 -0.588
H 7.306 -0.118 -2.986 0.333
H 5.828 -0.547 -3.858 0.244
H 7.157 -1.738 -3.629 0.408
H 5.122 -2.037 -2.003 0.196
H 6.693 -1.941 -1.308 0.346
H 4.782 -1.117 1.341 0.551
H 3.901 -2.064 0.220 0.337
H 3.004 -0.932 1.233 -0.253
C -0.679 -3.448 -1.228 -0.794
C -1.875 -2.519 -1.464 0.178
O -3.075 -3.258 -1.817 -0.485
S -3.533 -3.204 -3.355 1.104
C -2.148 -4.084 -4.077 -0.355
O -4.742 -3.935 -3.472 -0.674
O -3.482 -1.822 -3.721 -0.538
H -0.129 -3.029 -0.377 -0.074
H 0.017 -3.493 -2.062 0.266
H -1.029 -4.401 -0.838 0.423
H -2.086 -2.042 -0.504 0.328
H -1.691 -1.726 -2.192 0.098
H -2.455 -4.473 -5.036 0.442
H -1.913 -4.851 -3.346 0.353
H -1.332 -3.379 -4.067 -0.258
C -3.297 7.719 -1.567 -1.209
C -2.131 7.260 -0.714 -0.335
O -2.176 5.838 -0.580 -0.168
S -0.876 5.095 -0.009 1.380
C -0.647 5.935 1.585 -1.253
O -1.250 3.738 0.163 -0.590
O 0.258 5.507 -0.772 -0.709
H -3.165 8.783 -1.763 0.392
H -4.199 7.544 -0.974 0.330
H -3.425 7.232 -2.530 0.173
H -1.264 7.474 -1.358 0.315
H -2.070 7.845 0.198 0.430
H -0.013 5.257 2.139 0.443
H -1.644 6.116 1.979 0.354
H -0.206 6.898 1.371 0.385
C -1.224 5.872 -4.095 -0.827
O -1.522 4.553 -3.717 -0.173
P -3.008 3.979 -3.803 1.118
O -3.973 5.079 -3.763 -0.818
O -2.997 3.089 -5.117 -0.338
C -3.864 1.927 -5.198 -0.695
O -3.079 2.992 -2.590 -0.319
C -2.243 1.845 -2.522 -0.110
H -0.574 6.290 -3.334 0.187
H -2.104 6.516 -4.180 0.323
H -0.795 5.863 -5.098 0.301
H -3.376 0.956 -5.208 0.199
H -4.414 2.064 -6.136 0.322
H -4.627 1.934 -4.413 0.355
H -1.524 1.886 -3.348 0.371
H -2.814 0.929 -2.623 0.352
H -1.666 1.895 -1.612 -0.202
C 2.464 -0.789 6.480 -0.307
O 1.657 -0.559 7.611 -0.371
P 0.102 -0.673 7.476 0.691
O -0.391 -1.654 6.518 -0.097
O -0.408 -0.807 8.976 -0.432
C -1.854 -0.850 9.043 -0.704
O -0.369 0.788 7.076 -0.194
C 0.065 1.984 7.711 -0.788
H 2.363 0.019 5.738 0.237
H 2.070 -1.629 5.893 -0.035
H 3.501 -0.906 6.746 0.361
H -2.180 -1.850 8.776 0.223
H -2.343 -0.023 8.545 0.332
H -2.033 -0.768 10.118 0.251
H 0.452 2.680 6.964 0.269
H 0.884 1.824 8.421 0.336
H -0.757 2.465 8.244 0.285
C 0.422 -2.201 -8.139 -0.824
O 0.511 -1.585 -6.853 -0.269
P 1.200 -2.430 -5.726 0.295
O 0.714 -3.801 -5.661 -0.733
O 2.757 -2.257 -5.968 -0.349
C 3.616 -2.670 -4.904 -0.385
O 0.870 -1.636 -4.417 0.649
C 1.156 -0.242 -4.152 -0.162
H -0.581 -2.040 -8.511 0.239
H 0.572 -3.270 -8.003 0.379
H 1.180 -1.758 -8.772 0.254
H 3.737 -3.759 -4.892 0.339
H 3.160 -2.483 -3.919 -0.008
H 4.551 -2.132 -4.971 0.206
H 1.639 -0.092 -3.191 0.044
H 0.198 0.293 -4.156 0.082
H 1.783 0.256 -4.901 0.420

=====

[3]
137
Properties=species:S:1:pos:R:3:mulliken_charge:R:1 method="wB97M-V/def2-TZVPD" homo_energy_ev="-11.8 / -11.8" total_charge=+1 total_energy_ev=-429395.138 s2=0.754 spin_multiplicity=2
C 7.136 7.405 -21.679 -1.236
C 8.028 8.685 -21.789 -0.294
N 7.317 10.038 -21.445 -0.056
C 6.245 10.378 -22.557 -0.991
C 6.442 9.828 -20.128 -0.945
C 7.332 9.507 -18.917 -0.581
C 8.252 11.232 -21.398 -0.254
C 8.824 11.801 -22.688 -0.993
O 8.047 12.644 -23.524 -0.020
C 8.727 13.133 -24.629 -0.526
H 6.247 7.391 -22.308 0.348
H 6.897 7.124 -20.653 0.292
H 7.608 6.528 -22.121 0.426
H 8.484 8.804 -22.772 0.494
H 8.850 8.621 -21.076 0.332
H 6.698 10.668 -23.505 0.343
H 5.816 11.322 -22.223 0.486
H 5.450 9.639 -22.660 0.406
H 5.626 9.148 -20.374 0.505
H 6.037 10.828 -19.973 0.511
H 7.536 8.477 -18.624 0.573
H 6.690 9.812 -18.091 0.351
H 8.295 10.005 -19.031 -0.146
H 9.089 10.992 -20.742 0.228
H 7.771 12.009 -20.803 0.290
H 9.205 10.948 -23.249 0.394
H 9.736 12.349 -22.455 0.847
H 9.404 13.964 -24.431 0.386
H 8.000 13.528 -25.338 0.316
H 9.350 12.386 -25.120 0.355
C 4.692 11.788 -11.581 -1.454
C 5.431 11.147 -12.791 -0.010
C 5.471 9.593 -12.869 -0.971
O 6.207 9.295 -14.015 -0.135
C 6.517 7.934 -14.171 -0.539
N 4.694 11.693 -14.025 -0.004
H 5.077 12.547 -14.405 0.263
H 4.881 10.966 -14.700 0.265
H 3.722 11.605 -13.764 0.415
H 3.607 11.739 -11.668 0.404
H 4.917 12.854 -11.619 0.437
H 5.130 11.519 -10.620 0.378
H 6.415 11.562 -13.009 0.507
H 4.450 9.231 -12.994 0.399
H 5.784 9.122 -11.937 0.513
H 5.686 7.229 -14.212 0.354
H 7.188 7.768 -13.328 0.184
H 7.130 7.619 -15.015 0.027
C 13.294 7.024 -12.674 -1.418
C 11.865 6.594 -13.080 0.359
C 11.748 5.682 -14.290 -0.670
O 10.395 5.305 -14.445 -0.451
C 10.323 4.619 -15.635 -0.793
N 11.113 6.034 -11.899 0.075
H 10.760 6.778 -11.315 0.166
H 10.350 5.569 -12.370 0.392
H 11.623 5.273 -11.474 0.396
H 13.244 7.841 -11.955 0.385
H 13.790 7.310 -13.602 0.345
H 13.811 6.112 -12.377 0.443
H 11.296 7.484 -13.350 -0.032
H 12.443 4.845 -14.231 0.540
H 12.040 6.291 -15.146 0.362
H 10.817 5.182 -16.427 0.309
H 9.297 4.275 -15.762 0.241
H 10.871 3.680 -15.563 0.376
C 8.561 16.133 -8.057 -1.395
C 8.505 15.161 -9.208 0.243
C 8.751 15.808 -10.600 -0.805
O 9.080 14.873 -11.691 -0.341
C 9.734 15.284 -12.855 -0.816
N 9.463 13.967 -8.889 -0.254
H 8.952 13.420 -8.210 0.378
H 9.556 13.454 -9.754 0.248
H 10.378 14.163 -8.509 0.350
H 8.117 15.611 -7.209 0.426
H 7.898 16.977 -8.249 0.390
H 9.527 16.579 -7.820 0.393
H 7.614 14.542 -9.311 0.356
H 9.654 16.408 -10.485 0.485
H 7.899 16.433 -10.868 0.374
H 10.812 15.179 -12.978 0.355
H 9.697 16.366 -12.979 0.369
H 9.266 14.924 -13.772 0.237
C 9.974 12.475 -16.398 -1.430
C 11.244 11.571 -16.394 0.051
C 10.980 10.170 -15.803 -0.754
O 9.880 9.583 -16.484 0.355
C 9.567 8.335 -16.078 -0.067
N 11.651 11.283 -17.799 0.677
H 11.638 12.115 -18.371 0.443
H 12.622 11.006 -17.786 0.170
H 11.241 10.470 -18.236 -0.037
H 10.093 13.368 -17.012 0.597
H 9.815 12.645 -15.333 0.342
H 9.020 12.026 -16.675 -0.091
H 12.114 12.035 -15.927 0.501
H 10.883 10.420 -14.747 0.249
H 11.955 9.714 -15.977 0.399
H 9.265 8.366 -15.031 -0.163
H 10.391 7.622 -16.056 -0.102
H 8.778 7.951 -16.725 0.151
As 13.749 13.196 -20.387 2.004
F 13.845 14.930 -20.487 -0.490
F 12.722 13.217 -21.837 -0.511
F 13.420 11.410 -20.261 -0.530
F 14.749 13.251 -18.902 -0.470
F 12.297 13.557 -19.371 -0.626
F 15.245 13.070 -21.423 -0.491
As 15.409 10.460 -15.518 1.979
F 16.700 10.892 -16.675 -0.494
F 14.209 11.123 -16.719 -0.640
F 14.164 9.942 -14.296 -0.479
F 16.696 9.776 -14.517 -0.517
F 15.691 12.040 -14.604 -0.517
F 15.339 8.792 -16.201 -0.481
As 12.616 7.496 -19.670 2.060
F 12.707 8.514 -21.076 -0.492
F 11.116 6.877 -20.370 -0.497
F 12.464 6.367 -18.212 -0.512
F 14.175 8.195 -19.164 -0.452
F 11.787 8.750 -18.708 -0.629
F 13.487 6.138 -20.506 -0.525
As 9.260 9.642 -10.517 1.920
F 10.597 8.439 -10.002 -0.562
F 8.475 8.152 -11.178 -0.491
F 7.978 10.830 -11.123 -0.459
F 9.977 11.154 -9.777 -0.485
F 10.181 9.834 -12.101 -0.405
F 8.365 9.273 -8.955 -0.498
As 6.080 13.544 -17.790 1.948
F 7.536 12.510 -18.221 -0.362
F 6.240 13.157 -16.035 -0.485
F 4.712 14.673 -17.481 -0.484
F 5.808 13.897 -19.555 -0.529
F 4.968 12.080 -17.992 -0.517
F 7.251 14.895 -17.804 -0.469